1.
Here is C19H35N4O6PS as an isolated structure from the Open Molecules 2025 dataset. Energies are from the ωB97M-V functional and the def2-TZVPD basis.

The HOMO-LUMO gap is 7.600 eV. For the HOMO energy, the calculation gives -0.330 hartree. For the strongest force on any atom, the calculation gives 8.4 eV/A. Its total charge is 0. As for the total energy: -58629.953 eV. Its molecular weight is 478.552 g/mol.

Geometry as XYZ:
```
66
Properties=species:S:1:pos:R:3:forces:R:3
C 3.9681 -0.1250 2.0670 -0.322 0.025 -0.437
C 2.5160 -0.8446 2.3242 -3.529 1.918 5.085
O 1.8134 -0.4468 3.4033 4.305 -2.747 -6.683
O 1.8975 -1.8854 1.4790 1.309 3.146 0.655
C 1.5458 -1.3710 0.1447 -0.274 0.405 -1.824
C 0.9313 0.1489 0.1341 -0.510 0.029 -0.586
C -0.1778 0.4076 -1.0908 1.702 0.156 0.442
C -1.1472 1.6192 -0.5643 2.189 0.453 -0.806
P -2.7336 1.0640 0.3384 0.118 1.601 -1.746
O -2.5507 1.7186 1.9797 0.620 -1.314 -0.337
N -3.6416 2.5006 2.1985 -1.634 0.002 -4.772
O -4.2175 2.6338 1.1036 0.246 1.643 4.768
S -2.9088 -1.0631 0.5102 1.692 -6.298 -0.778
C -4.0077 -1.4611 2.0221 -0.357 -0.745 1.171
O -3.7015 -1.5514 -0.7481 2.282 2.284 3.891
O -1.5830 -1.8221 0.7542 -3.701 2.191 -0.633
H 4.1101 0.0723 0.9212 -0.144 -0.640 2.365
H 4.8654 -0.7905 2.4844 -2.160 1.326 -1.029
H 3.9787 0.9247 2.6170 -0.295 -2.488 -0.965
H 2.5012 -1.3624 -0.5490 -1.763 -0.049 1.443
H 0.7628 -2.1167 -0.3612 1.692 1.538 1.604
H 1.8365 0.8766 -0.1081 -1.992 -1.274 0.909
H 0.3544 0.4502 1.1251 1.637 -0.931 -1.806
H -0.7367 -0.5845 -1.3821 1.059 2.104 0.597
H 0.4756 0.8022 -2.0080 -1.923 -0.925 1.830
H -0.4739 2.3200 0.1287 -1.635 -1.563 -1.261
H -1.4018 2.2899 -1.5138 -0.174 -1.525 2.175
H -4.5344 -0.5126 2.4608 1.085 -1.777 -0.920
H -4.8117 -2.2747 1.7270 1.690 1.932 0.104
H -3.3082 -1.9961 2.8282 -1.296 1.581 -1.906
C -0.5785 5.3696 6.2747 0.099 0.082 0.062
C -1.9795 5.3320 5.6779 0.119 0.189 0.397
C -2.0420 4.6036 4.3358 -0.349 0.023 0.107
C -1.2617 5.2859 3.2957 0.760 0.450 -1.014
N -0.6376 5.8233 2.4776 -0.861 -0.706 1.100
H 0.1167 5.9199 5.6327 -0.076 -0.099 0.044
H -0.5973 5.8695 7.2480 0.043 -0.088 -0.119
H -0.1866 4.3580 6.4192 -0.009 0.104 -0.015
H -2.3523 6.3574 5.5689 -0.019 -0.189 -0.072
H -2.6460 4.8229 6.3846 0.006 0.043 -0.224
H -3.0882 4.5442 4.0142 0.217 0.007 -0.123
H -1.6871 3.5735 4.4527 0.079 0.153 -0.141
C -2.8524 -2.2821 -5.9979 0.074 -0.070 -0.129
C -2.6749 -2.5116 -4.5025 0.000 -0.255 -0.349
C -2.8013 -1.2306 -3.6784 0.113 -0.280 0.201
C -1.7417 -0.2627 -3.9889 0.709 0.937 -0.387
N -0.9072 0.5037 -4.2421 -1.050 -0.991 0.291
H -2.0758 -1.6223 -6.3978 -0.107 -0.028 0.056
H -2.7880 -3.2334 -6.5349 -0.037 0.142 0.014
H -3.8282 -1.8353 -6.2129 0.094 -0.029 -0.004
H -1.7005 -2.9814 -4.3233 -0.139 0.101 0.087
H -3.4393 -3.2222 -4.1656 0.145 0.177 0.113
H -2.7473 -1.4881 -2.6144 -0.021 0.235 -0.209
H -3.7836 -0.7744 -3.8451 0.205 0.088 0.018
C 4.0647 -4.3216 -2.1617 -0.120 -0.028 0.051
C 4.6835 -3.4146 -3.2176 -0.364 -0.299 -0.069
C 5.8441 -2.5754 -2.6840 0.067 0.030 -0.352
C 5.4147 -1.6267 -1.6488 -0.221 0.827 1.027
N 5.0735 -0.8831 -0.8252 0.516 -1.077 -1.428
H 3.6287 -3.7430 -1.3411 0.074 -0.064 -0.051
H 3.2651 -4.9235 -2.6044 0.113 0.056 0.102
H 4.8120 -5.0032 -1.7435 -0.087 0.055 -0.011
H 3.9059 -2.7628 -3.6332 0.199 -0.015 0.026
H 5.0515 -4.0386 -4.0410 0.043 0.220 0.085
H 6.2884 -2.0171 -3.5160 -0.011 0.069 0.252
H 6.6277 -3.2307 -2.2872 -0.122 0.173 0.112
```
Forces are in eV/Å.

=====

2.
Here is C27H30Br2CoIN5O3 as an isolated structure from the Open Molecules 2025 dataset. Energies are from the ωB97M-V functional and the def2-TZVPD basis.

The HOMO-LUMO gap (alpha / beta) is 8.282 / 4.572 eV. The value obtained for the relative energy (zero: lowest compared OMol25 entry of this formula, charge and spin) is 57.9 kJ/mol. For the HOMO energy (alpha / beta), the calculation gives -0.590 / -0.592 hartree. For the strongest force on any atom, the calculation gives 0.4 eV/A. The spin multiplicity is 5. Its total charge is +3. As for the total energy: -227867.113 eV. Its molecular weight is 818.214 g/mol.

Geometry as XYZ:
```
69
Properties=species:S:1:pos:R:3:forces:R:3
Co 0.9356 -0.7284 -0.5513 0.145 0.082 -0.147
Br 1.2590 1.6618 -3.5669 0.019 -0.057 -0.004
C 1.1127 -0.2128 -3.8707 -0.027 0.182 -0.178
C 1.1867 -0.6662 -5.1787 -0.022 -0.045 0.105
C 1.0134 -2.0246 -5.3968 0.002 0.045 0.040
C 0.7578 -2.8528 -4.3125 -0.007 0.024 0.034
C 0.7224 -2.2976 -3.0483 0.014 -0.119 0.018
N 0.9137 -0.9834 -2.8143 -0.099 -0.179 0.132
C 0.4167 -3.1602 -1.8348 -0.198 -0.147 -0.106
O -0.0428 -4.2653 -1.9762 0.115 0.153 -0.073
O 0.6371 -2.5721 -0.6900 0.133 0.028 0.130
H 1.3649 0.0232 -5.9904 -0.005 0.015 -0.001
H 1.0662 -2.4236 -6.4009 -0.001 -0.007 -0.007
H 0.5878 -3.9150 -4.4171 0.004 -0.011 -0.007
Br 3.3110 1.0704 3.4237 0.004 0.007 0.015
C 1.7987 0.3901 4.3604 0.072 0.039 -0.022
C 1.4902 0.9995 5.5667 -0.007 -0.039 -0.022
C 0.4296 0.5196 6.3181 -0.020 -0.032 -0.009
C -0.3153 -0.5605 5.8664 0.037 0.044 0.005
C -0.0050 -1.1646 4.6587 0.064 0.050 -0.074
C 1.0571 -0.6854 3.8965 -0.031 0.020 0.067
I 1.5091 -1.7441 2.1511 -0.259 -0.050 -0.003
H 2.0879 1.8261 5.9222 0.007 0.025 0.005
H 0.1992 0.9841 7.2663 -0.010 0.007 0.019
H -1.1305 -0.9474 6.4608 -0.018 -0.009 0.019
H -0.5738 -2.0189 4.3188 0.007 -0.018 -0.015
C -5.2925 1.3041 0.0973 -0.016 -0.009 -0.040
N -3.8434 1.4450 0.2520 0.018 -0.330 -0.061
N -2.9568 0.5684 -0.2557 0.021 -0.123 0.024
C -1.6280 1.1701 -0.1697 -0.335 -0.244 -0.018
O -0.6326 0.5348 -0.5130 -0.014 0.204 0.051
C -1.8455 2.4374 0.3966 0.096 0.206 0.088
C -3.1859 2.5823 0.6334 0.263 0.108 -0.031
C -3.9350 3.7428 1.1641 0.046 0.033 0.013
C -3.2286 -0.7635 -0.5219 -0.038 0.121 0.060
C -2.5831 -1.3832 -1.6108 0.116 -0.113 -0.219
C -2.8438 -2.7082 -1.8756 0.109 0.193 -0.051
C -3.7100 -3.4310 -1.0534 -0.001 -0.052 -0.028
C -4.3427 -2.8197 0.0317 -0.054 0.182 0.137
C -4.1214 -1.4892 0.2964 -0.062 -0.130 0.063
H -5.4868 0.6075 -0.7149 -0.050 -0.005 0.009
H -5.6976 2.2789 -0.1610 -0.022 -0.018 0.007
H -5.7489 0.9458 1.0179 -0.027 0.005 -0.036
H -1.0801 3.1636 0.6054 -0.005 0.014 -0.019
H -3.2535 4.4375 1.6474 0.007 0.004 -0.014
H -4.6945 3.4343 1.8807 -0.022 -0.002 0.023
H -4.4313 4.2714 0.3463 -0.023 0.011 -0.001
H -1.9453 -0.7947 -2.2593 -0.026 -0.064 0.046
H -2.3851 -3.2007 -2.7199 0.035 0.017 -0.033
H -3.8926 -4.4764 -1.2600 0.001 -0.032 -0.006
H -4.9932 -3.4003 0.6705 -0.015 0.026 0.023
H -4.5661 -1.0189 1.1611 -0.027 -0.018 0.027
N 5.2266 1.6930 -0.0286 0.016 -0.004 0.040
C 4.0779 2.4426 -0.6449 0.058 0.017 -0.031
C 2.7778 1.7106 -0.3569 -0.071 0.042 0.090
N 2.7993 0.3053 -0.8094 0.051 0.014 -0.056
C 3.9642 -0.4021 -0.2345 0.031 -0.177 -0.020
C 5.2817 0.2833 -0.5498 0.039 0.032 -0.002
H 5.1163 1.6675 0.9895 0.002 0.031 0.016
H 6.1081 2.1784 -0.2127 0.001 -0.007 -0.025
H 4.2859 2.4918 -1.7153 -0.028 0.030 0.024
H 4.0749 3.4524 -0.2381 -0.044 -0.012 0.003
H 1.9687 2.2344 -0.8630 0.021 -0.008 0.015
H 2.5656 1.7131 0.7149 0.032 0.000 0.012
H 2.8809 0.2948 -1.8264 -0.015 0.064 0.016
H 3.9948 -1.4226 -0.6204 0.010 0.038 0.009
H 3.8195 -0.4692 0.8465 0.027 0.015 -0.035
H 5.4710 0.3583 -1.6214 0.008 -0.038 0.014
H 6.1218 -0.2214 -0.0756 -0.029 -0.033 -0.005
```
Forces are in eV/Å.

=====

3.
Here is an isolated ion of composition C10H10NO3S and charge -1 from the Open Molecules 2025 dataset. Energies are from the ωB97M-V functional and the def2-TZVPD basis.

The HOMO-LUMO gap is 7.420 eV. The value obtained for the relative energy (zero: lowest compared OMol25 entry of this formula, charge and spin) is 277.4 kJ/mol. For the HOMO energy, the calculation gives -0.148 hartree. For the strongest force on any atom, the calculation gives 4.3 eV/A. Its total charge is -1. As for the total energy: -28998.138 eV. Its molecular weight is 224.261 g/mol.

Geometry as XYZ:
```
25
Properties=species:S:1:pos:R:3:forces:R:3
C 0.5399 2.7383 -0.3976 0.800 3.641 1.213
C 0.6765 2.5507 -1.7549 2.655 1.894 -2.778
C 0.2688 1.7078 0.4529 -0.202 -0.199 -1.507
C 0.7044 1.2734 -2.3499 0.277 1.460 1.300
C 0.1244 0.5098 -0.1636 -0.304 -1.570 1.094
C -0.2620 -0.6880 0.6445 2.403 1.382 -0.089
C 0.4342 0.2234 -1.4852 -1.363 0.113 -0.698
C -1.4689 -0.6659 1.0215 -2.131 -1.105 0.810
C 0.9420 -1.5030 0.9413 1.150 -2.990 0.774
C -2.7466 -0.6884 1.2633 0.661 -1.129 -1.716
N 0.1960 -1.0617 -1.8447 1.482 -0.720 -2.234
O -0.1985 -1.1661 -4.4122 0.339 0.528 0.127
O 2.1489 -1.4139 -3.6622 -0.613 1.283 0.254
O 0.5643 -3.0584 -3.0555 -0.825 0.369 0.939
S 0.7281 -1.4872 -3.3499 0.217 -1.358 -0.074
H 0.7630 3.7499 0.1194 -0.507 -1.452 -1.360
H 1.1306 3.4768 -2.4224 -1.567 -2.316 1.736
H 0.1681 1.8232 1.4918 -0.230 0.131 1.167
H 1.0204 1.0679 -3.3546 -0.179 0.343 -0.398
H 1.7993 -0.9244 0.6636 0.459 0.280 -0.586
H 0.9598 -2.4425 0.2816 0.021 1.262 1.090
H 1.2681 -1.8031 2.0037 -1.444 0.313 -1.151
H 0.2325 -2.8252 -2.1516 -0.107 -1.433 0.061
H -3.1514 -0.2292 2.0711 -1.057 1.489 2.443
H -3.4613 -1.2064 0.6466 0.066 -0.214 -0.415
```
Forces are in eV/Å.

=====

Q: The highest strongest force on any atom belongs to which entry?
A: C19H35N4O6PS

=====

Q: The lowest total charge belongs to which entry?
A: C10H10NO3S

=====

Q: The lowest strongest force on any atom belongs to which entry?
A: C27H30Br2CoIN5O3